(1)
Computed, not measured: one molecule with the formula C5H11N3O, with ωB97M-V/def2-TZVPD.

Geometry as XYZ:
```
20
C5H11N3O | the Open Molecules 2025 dataset | ωB97M-V/def2-TZVPD
C -0.87158 -0.32346 0.70814
C 0.40584 0.47599 0.66400
C 0.39158 1.94393 0.29893
C 1.50811 -0.27627 -0.31730
N -0.79167 -1.71881 0.43041
N 2.15471 -1.31468 0.26495
C -1.90525 0.38631 -1.41793
N -1.98008 0.42634 -0.16952
O 1.69990 0.03354 -1.47314
H -1.29216 -0.21505 1.71504
H 0.83174 0.37592 1.66585
H -1.60098 -2.23351 0.75283
H -0.59464 -1.90860 -0.54645
H 1.76885 -1.72200 1.09984
H 2.84007 -1.82667 -0.27103
H 0.50080 2.13213 -0.76667
H -0.49784 2.51095 0.56200
H 1.20766 2.48682 0.77044
H -1.04861 -0.02507 -1.96688
H -2.72647 0.79222 -2.00353
```

Summary:
* gap between HOMO and LUMO: 9.78 eV
* E_HOMO: -8.88 eV
* SMILES: C=N[C@@H](N)[C@H](C)C(N)=O

---

(2)
Computed, not measured: an isolated ion of composition C4H11N2O2 and charge -1, with ωB97M-V/def2-TZVPD.

Geometry as XYZ:
```
19
C4H11N2O2 | the Open Molecules 2025 dataset | ωB97M-V/def2-TZVPD
C 0.26247 -0.55389 -0.87138
N -0.40079 0.29109 -1.85482
C -1.27082 1.33431 -1.46166
O -2.64868 0.94926 -1.42546
C 1.02269 0.17763 0.25977
N 0.32827 0.03029 1.53071
C 0.76932 -1.25998 2.25457
O 2.01403 -1.65265 2.03178
H -0.47228 -1.17272 -0.35772
H 0.97247 -1.21423 -1.37988
H -0.00451 0.35191 -2.77461
H -0.98575 1.67193 -0.46503
H -1.18176 2.15275 -2.16636
H -2.65795 0.07608 -1.01519
H 1.03342 1.23984 0.00200
H 2.03794 -0.21127 0.32934
H 0.66388 0.79899 2.10209
H -0.00978 -2.00850 1.93882
H 0.52784 -1.00081 3.32304
```

Summary:
* charge: -1
* gap between HOMO and LUMO: 6.23 eV
* E_HOMO: -2.63 eV
* SMILES: [O-]CNCCNCO

---

(3)
Computed, not measured: a 9-piece molecular cluster, C43H45N8O17 overall, with ωB97M-V/def2-TZVPD.

Geometry as XYZ:
```
113
C43H45N8O17 | the Open Molecules 2025 dataset | ωB97M-V/def2-TZVPD
C 0.32393 -0.21636 0.10582
O 0.51993 -0.85736 1.14882
O -0.41507 0.94964 0.28382
O 0.76293 -0.46936 -1.06818
H -0.42907 1.05564 1.24582
C -2.60007 0.70464 8.10482
C -1.27807 1.10364 7.36782
C -1.29207 1.45264 5.91882
C -2.53407 1.59264 5.25682
C -3.78807 1.35864 5.97582
C -3.77907 0.88664 7.56582
N -2.57007 2.03564 3.84282
O -3.61007 2.69764 3.50582
O -1.80007 1.65964 3.04282
H -2.55107 0.57164 9.20882
H -0.30607 0.90464 7.83882
H -0.14607 1.66964 5.42382
H -4.74307 1.44664 5.41882
H -4.66807 0.73364 8.03382
C -2.97407 -1.54336 2.80382
C -3.90107 -1.77036 4.03182
C -5.35007 -1.22436 3.85282
C -5.77607 -0.62336 2.46882
C -4.78007 -0.67536 1.20682
C -3.30507 -1.07236 1.59382
N -7.12507 -0.26136 2.22282
O -7.50807 -0.06636 0.94182
O -7.89207 -0.16136 3.16282
H -2.21207 -2.04336 2.94682
H -3.37407 -2.33336 4.92782
H -5.95607 -1.28136 4.78182
H -5.07807 -0.51536 0.16582
H -2.54107 -0.96036 0.92182
C -1.58307 -1.47936 -4.67218
C -2.27707 -1.39036 -6.05618
C -2.92507 -0.04036 -6.53118
C -3.26307 0.94564 -5.35118
C -2.62507 0.75764 -3.99118
C -1.72807 -0.40036 -3.80618
N -4.08107 2.12264 -5.63718
O -4.56407 2.24564 -6.78218
O -3.93707 3.10664 -4.95118
H -0.95107 -2.23836 -4.15618
H -2.18007 -2.36436 -6.54518
H -3.35007 0.00464 -7.67518
H -2.81907 1.47464 -3.21818
H -1.24307 -0.57636 -2.73318
C 0.12893 -5.60436 -2.45818
C -0.38407 -4.37736 -1.57518
C -1.89907 -4.32436 -1.47918
C -2.77207 -4.97136 -2.52218
C -2.27307 -6.22336 -3.20118
C -0.70807 -6.46736 -3.15018
N -4.17607 -4.64036 -2.70018
O -4.98207 -5.50736 -3.22618
O -4.52707 -3.70436 -1.97618
H 1.29393 -5.85736 -2.50818
H 0.26593 -3.40136 -1.29818
H -2.37007 -3.50536 -0.76918
H -2.87207 -6.87536 -3.72718
H -0.17807 -7.25636 -3.60218
C 5.07493 -2.85936 1.27282
C 3.67093 -2.54636 0.83782
C 3.30493 -2.85836 -0.67018
C 4.37893 -2.96536 -1.61918
C 5.83793 -2.91236 -1.06518
C 6.11393 -3.04336 0.45782
N 4.01893 -3.02336 -3.05518
O 2.97893 -3.68536 -3.37518
O 5.02293 -2.85436 -3.80918
H 5.29493 -2.88236 2.18082
H 2.79693 -2.43036 1.59582
H 2.21693 -2.58836 -0.97718
H 6.57993 -3.04936 -1.85318
H 7.09293 -3.41436 0.79582
C 2.78493 1.63364 -2.10918
C 2.39393 0.72464 -3.42318
C 2.80593 1.39264 -4.84818
C 3.48593 2.86864 -4.80718
C 3.58693 3.69164 -3.58518
C 3.38893 2.98964 -2.23418
N 3.89893 3.47864 -6.10818
O 4.31593 4.65864 -6.10518
O 3.60393 2.82064 -7.16318
H 2.48793 1.20364 -1.21718
H 1.81293 -0.17136 -3.36918
H 2.50293 0.77464 -5.73218
H 4.04893 4.55964 -3.56318
H 3.72193 3.46364 -1.32718
C 0.23793 4.43964 -0.53718
O 0.16293 5.33964 -1.46518
N 0.76493 4.81564 0.61382
C 1.03293 3.88564 1.67482
C 1.40393 6.12564 0.87482
H -0.07407 3.41764 -0.47418
H 1.38893 2.88564 1.30182
H 0.29093 3.34964 2.14482
H 1.67593 4.18764 2.59982
H 0.73593 6.77964 0.51682
H 2.32293 6.24564 0.22382
H 1.38093 6.21664 2.06582
C 2.49893 0.57664 3.72382
O 2.03193 0.90864 4.93782
N 3.58693 1.23264 3.29482
C 4.01493 1.04664 1.85482
C 4.51093 2.02664 4.02882
H 1.94893 -0.04936 3.00282
H 4.04293 1.84764 1.28282
H 3.25993 0.61464 1.06382
H 4.80193 0.38564 1.70582
H 5.43893 1.56864 3.85382
H 4.25593 1.97264 5.02682
H 4.71593 3.00464 3.60882
```

Summary:
* charge: -1
* gap between HOMO and LUMO: 7.21 eV
* E_HOMO: -6.77 eV

---

(4)
Computed, not measured: a 2-piece molecular cluster, C7H7ClN2O2 overall, with ωB97M-V/def2-TZVPD.

Geometry as XYZ:
```
19
C7H7ClN2O2 | the Open Molecules 2025 dataset | ωB97M-V/def2-TZVPD
C -2.09834 -1.20778 1.03933
C -1.03333 -0.31917 0.81519
C -2.86501 -1.64721 -0.02218
C -1.69940 -0.43374 -1.48957
C -0.82374 0.04329 -0.54473
C 0.32036 0.80670 -0.95095
C 3.48519 0.72283 0.70574
N -2.67724 -1.25791 -1.27654
N 1.10769 1.57323 -0.16698
O 3.41542 0.83390 -0.48887
O 1.31215 1.49829 1.04641
Cl 3.21755 -0.85742 1.44933
H -2.29769 -1.67550 1.99097
H -0.23966 -0.40192 1.49239
H -3.70200 -2.26702 0.12377
H -1.42628 -0.04885 -2.51150
H 0.40573 1.14043 -2.05857
H 3.70861 1.52630 1.49086
H 1.88998 1.97154 -0.64410
```

Summary:
* gap between HOMO and LUMO (alpha / beta): 8.17 / 8.17 eV
* E_HOMO (alpha / beta): -8.68 / -8.68 eV
* SMILES: [O-]/[NH+]=C\c1cccnc1.O=CCl

---

(5)
Computed, not measured: one molecule with the formula C4H9NO2, with ωB97M-V/def2-TZVPD.

Geometry as XYZ:
```
16
C4H9NO2 | the Open Molecules 2025 dataset | ωB97M-V/def2-TZVPD
C -2.83507 0.60091 0.07225
C -1.75584 -0.57244 0.05561
C 1.70286 -0.84502 -0.14201
C 2.08567 0.71326 0.31884
H -3.31118 1.11734 1.08484
H -2.39073 1.55050 -0.46956
H -3.85782 0.12301 -0.29229
H -2.02449 -1.56902 0.39877
H 2.46171 -1.56957 0.48098
H 1.84851 -0.95750 -1.24429
H 2.12501 0.58427 1.35746
H 3.02221 0.91095 -0.12583
H 0.14409 0.84430 -0.06520
N -0.50245 -0.34470 -0.35830
O 0.30573 -1.28043 0.14321
O 0.98354 1.53022 -0.19882
```

Summary:
* gap between HOMO and LUMO: 9.30 eV
* E_HOMO: -8.87 eV
* SMILES: C/C=N/OCCO

---

(6)
Computed, not measured: one molecule with the formula C6H13NO, with ωB97M-V/def2-TZVPD.

Geometry as XYZ:
```
21
C6H13NO | the Open Molecules 2025 dataset | ωB97M-V/def2-TZVPD
O -1.68360 -1.79353 0.00104
C -0.43021 -2.41142 -0.28505
N 0.66723 -1.62894 -0.82574
C 0.84782 -0.37454 -0.21741
C -0.23990 0.85958 -0.57344
C 0.54687 2.17096 -0.80937
C -1.36183 1.05154 0.32345
C 1.05354 -0.40004 1.29380
H -0.68163 -3.13003 -1.06312
H -0.12367 -2.94047 0.63359
H 1.75101 0.03529 -0.68735
H -0.50615 0.48537 -1.58923
H 1.33533 2.01011 -1.54095
H -0.13553 2.97674 -1.14232
H 1.05251 2.53610 0.11574
H -1.87240 -0.82383 0.15804
H -2.31482 1.37758 -0.08712
H -1.12954 1.28259 1.36250
H 0.06567 -0.64791 1.74636
H 1.74522 -1.18804 1.55521
H 1.41408 0.55287 1.63140
```

Summary:
* gap between HOMO and LUMO: 5.34 eV
* E_HOMO: -7.49 eV

---

(7)
Computed, not measured: a 22-piece molecular cluster, C44H132O44 overall, with ωB97M-V/def2-TZVPD.

Geometry as XYZ:
```
220
C44H132O44 | the Open Molecules 2025 dataset | ωB97M-V/def2-TZVPD
C 4.73968 -3.39691 -1.29086
C 3.24962 -3.83635 -0.98895
O 3.16463 -5.13122 -0.51920
O 5.50123 -3.52217 -0.09441
H 4.77720 -2.42219 -1.77730
H 5.11518 -4.18035 -1.94912
H 2.77718 -3.70235 -1.96206
H 2.84192 -3.03591 -0.37155
H 3.88690 -5.41142 0.04773
H 6.13260 -4.24475 -0.12363
C 0.03297 -4.61917 2.39475
C -0.86551 -3.75857 3.44930
O -1.56923 -2.78008 2.70767
O 0.40355 -5.81044 2.99680
H 0.80942 -4.04878 1.88495
H -0.73186 -4.93313 1.68442
H -0.39287 -3.24758 4.28810
H -1.53552 -4.47304 3.92755
H -2.50176 -3.00430 2.74906
H 0.92632 -5.49426 3.73729
C -0.99271 -5.02717 -4.00163
C -0.73597 -3.78098 -4.95981
O -1.75450 -2.85972 -4.46348
O -2.05529 -5.90083 -4.45441
H -1.19509 -4.71406 -2.97737
H -0.09475 -5.64477 -4.01979
H -1.03570 -4.00177 -5.98427
H 0.12142 -3.16544 -4.68761
H -2.60281 -3.30564 -4.51952
H -2.75228 -5.88163 -3.79454
C 3.48271 -4.21912 -6.84085
C 4.17848 -3.12369 -6.06027
O 3.40690 -2.40475 -4.97680
O 2.69860 -3.77627 -7.92140
H 2.89752 -4.57018 -5.99090
H 4.15032 -5.04777 -7.07692
H 4.88740 -2.46319 -6.55956
H 4.89406 -3.75539 -5.53396
H 2.63890 -1.91399 -5.27837
H 3.20211 -3.93438 -8.72332
C 3.78137 0.50879 6.70214
C 3.22014 0.06422 8.05478
O 3.83141 -1.20142 8.50789
O 5.16442 0.54479 6.63339
H 3.20582 1.42513 6.57120
H 3.49022 -0.16238 5.89413
H 2.13773 -0.05390 8.00429
H 3.41245 0.88223 8.74902
H 3.14113 -1.55728 9.07222
H 5.49097 -0.34824 6.76551
C -2.62822 1.13077 -3.43845
C -1.27839 1.94976 -3.68095
O -1.54082 2.99977 -4.53782
O -3.38668 1.80280 -2.44489
H -2.41725 0.12682 -3.07012
H -3.12378 1.15580 -4.40896
H -0.52119 1.35419 -4.19089
H -0.86868 2.45312 -2.80524
H -2.19694 2.81599 -5.21408
H -4.10621 2.30984 -2.82801
C 0.62963 -0.44733 -7.14236
C 1.80119 -0.35109 -7.95529
O 1.50183 0.55505 -8.92192
O 1.00826 -1.14863 -5.86950
H -0.11378 -1.01885 -7.69805
H 0.11831 0.49742 -6.95769
H 2.17985 -1.31113 -8.30605
H 2.52447 0.17520 -7.33241
H 2.26282 0.74937 -9.47395
H 0.15935 -1.25321 -5.43358
C 2.33189 2.82476 3.90286
C 3.38196 2.56469 2.84097
O 3.01772 3.28134 1.65372
O 1.02462 2.11696 3.67724
H 2.01618 3.86769 3.92975
H 2.78164 2.71344 4.88948
H 3.41297 1.48278 2.71212
H 4.37983 2.81998 3.19759
H 2.08811 3.24105 1.41748
H 0.49151 2.27172 4.46047
C -5.08261 1.08318 0.85872
C -4.10541 0.76479 2.00038
O -3.51228 1.97014 2.43263
O -6.09259 0.09824 0.84173
H -4.65744 1.30116 -0.12098
H -5.49787 2.04275 1.16675
H -3.35570 0.17262 1.47561
H -4.46721 0.07987 2.76724
H -2.94886 2.18372 1.68528
H -6.60864 0.05076 1.64984
C 3.65288 5.06663 -1.07945
C 2.32609 4.76047 -1.53005
O 1.42412 5.87760 -1.69007
O 4.25041 5.85060 -2.04946
H 4.11021 4.08648 -0.94431
H 3.75742 5.75044 -0.23709
H 1.86385 4.03828 -0.85709
H 2.42141 4.34241 -2.53217
H 1.13689 5.97193 -2.60123
H 4.11078 6.73548 -1.70436
C -4.71169 -3.89876 -1.38954
C -3.35665 -3.10402 -1.22761
O -2.63306 -3.85726 -0.26112
O -4.51970 -5.00361 -2.29179
H -5.44576 -3.26345 -1.88514
H -5.06557 -4.21310 -0.40767
H -3.35343 -2.03865 -0.99726
H -2.79193 -3.07496 -2.15946
H -1.94241 -3.30330 0.10999
H -5.01378 -5.67990 -1.82263
C -2.30329 0.29166 6.12676
C -1.85704 -0.86920 5.15763
O -1.26312 -0.13742 4.08077
O -3.38425 1.06295 5.75236
H -1.46867 0.97448 6.28576
H -2.53086 -0.13531 7.10349
H -2.57054 -1.62982 4.84067
H -1.05110 -1.33648 5.72350
H -0.69723 -0.82401 3.72029
H -3.39323 1.07497 4.79247
C -3.90940 -2.55439 -6.75218
C -3.54695 -1.15083 -6.98057
O -2.34620 -0.72841 -6.44411
O -4.31801 -2.90231 -5.45464
H -3.23192 -3.22611 -7.27934
H -4.82469 -2.58989 -7.34301
H -4.24022 -0.45707 -6.50498
H -3.32952 -1.01774 -8.04034
H -2.03917 -1.31166 -5.74615
H -5.12928 -2.49047 -5.14830
C -2.41501 5.11559 1.29581
C -1.58878 4.26083 0.41101
O -2.24521 2.97512 0.20631
O -2.24805 4.73619 2.67291
H -3.48928 5.14474 1.11366
H -2.06974 6.13612 1.13028
H -0.74047 3.89420 0.98899
H -1.18419 4.76641 -0.46580
H -2.11637 2.81043 -0.73064
H -2.62832 3.85675 2.61312
C 0.10213 0.36368 0.77312
C 0.16672 -0.26054 -0.67627
O 1.28258 0.22586 -1.40069
O 1.14858 0.10266 1.62972
H -0.85060 0.10482 1.23508
H 0.15611 1.45228 0.76185
H -0.60069 -0.13162 -1.43953
H 0.26029 -1.34048 -0.56194
H 2.02334 0.18012 -0.79177
H 0.75346 0.43493 2.43909
C 1.47698 6.74738 1.76445
C 0.87602 6.82641 3.15709
O 0.29020 8.12092 3.11139
O 0.56209 6.87843 0.74968
H 2.05716 5.83595 1.62032
H 2.26632 7.48082 1.59980
H 1.73921 6.79071 3.82172
H 0.15006 6.03419 3.34008
H -0.55969 7.97455 2.68965
H 1.04783 6.74537 -0.06761
C 4.56097 4.54117 -5.57885
C 3.75468 3.28269 -5.37013
O 3.15267 3.03060 -6.66434
O 5.45980 4.87552 -4.43590
H 4.00423 5.44750 -5.81698
H 5.17426 4.46456 -6.47668
H 2.97760 3.45128 -4.62459
H 4.31702 2.38636 -5.10853
H 2.96722 3.87841 -7.07473
H 5.01103 5.19935 -3.65147
C -6.03425 -0.23232 -2.60635
C -6.51247 -0.50144 -4.09906
O -6.55667 -1.88989 -4.38746
O -7.01992 -0.58355 -1.64096
H -5.86258 0.81037 -2.33909
H -5.08844 -0.76070 -2.48644
H -5.93170 0.01313 -4.86458
H -7.50655 -0.16921 -4.39828
H -7.41084 -2.31401 -4.27736
H -6.80732 -0.36919 -0.72967
C 2.85297 -4.56163 6.98451
C 2.11560 -3.40853 6.35552
O 2.13704 -3.56226 4.91375
O 4.26789 -4.47895 6.65824
H 2.33658 -5.47909 6.70218
H 2.79564 -4.68147 8.06638
H 2.66544 -2.54472 6.72919
H 1.05117 -3.28571 6.55555
H 2.93157 -3.16072 4.55443
H 4.58935 -5.37163 6.80450
C -4.72236 -3.27806 2.37871
C -6.23651 -3.56108 2.56322
O -6.70909 -4.92168 2.83097
O -4.07072 -3.55035 3.59532
H -4.43929 -2.32411 1.93379
H -4.32476 -4.05215 1.72235
H -6.84641 -3.39559 1.67511
H -6.62167 -2.96148 3.38798
H -7.48735 -5.06834 2.28838
H -4.33989 -4.46433 3.71274
C 4.30481 -1.01530 1.90552
C 4.27524 -0.10390 0.62946
O 5.16829 0.99917 0.57682
O 5.61628 -1.75729 1.89813
H 3.60515 -1.84803 1.97733
H 4.22050 -0.35916 2.77181
H 3.30985 0.40134 0.60027
H 4.38643 -0.65655 -0.30345
H 4.80745 1.83066 0.26059
H 5.60381 -2.17054 1.03172
C 1.08181 4.09506 7.20518
C 2.28629 5.06125 6.87572
O 1.61938 6.27212 6.38041
O 0.38123 3.63285 6.09300
H 0.32271 4.58015 7.81882
H 1.40217 3.22894 7.78423
H 2.96476 4.70394 6.10106
H 2.96070 5.13698 7.72868
H 1.17939 6.71123 7.11198
H -0.07595 4.42442 5.79976
```

Summary:
* gap between HOMO and LUMO: 9.57 eV
* E_HOMO: -9.42 eV

---

| no. | largest force on an atom (eV Å⁻¹) |
| --- | --- |
| 1 | 3.4 |
| 2 | 0.8 |
| 3 | 10.7 |
| 4 | 4.1 |
| 5 | 6.4 |
| 6 | 2.7 |
| 7 | 4.3 |